Formula: C25H42N6S3Si3Ti
Source: the Open Molecules 2025 dataset
Level of theory: wB97M-V/def2-TZVPD

The geometry in XYZ format:
```
80
C25H42N6S3Si3Ti (wB97M-V/def2-TZVPD)
H -3.00 2.06 2.54
Si 0.83 2.59 -1.12
H -1.52 -2.62 3.50
H 0.28 -1.63 4.19
H -2.83 -1.92 2.53
C 0.92 -1.31 3.38
H -0.13 -4.57 0.71
N 1.83 -4.01 1.21
H -0.14 4.82 1.21
Ti 0.12 -0.29 -0.56
C -1.95 -2.47 -1.44
H -1.13 0.10 -2.75
C 0.37 -1.20 2.08
H -3.75 -3.38 -1.73
H -4.59 1.03 -0.73
H 1.19 3.15 3.15
N 1.52 0.05 -1.87
H -1.83 4.51 0.90
C 2.45 -0.72 -3.94
C 2.50 2.97 -0.23
H 1.75 -3.14 1.72
S 3.78 -2.94 -0.22
H -3.77 3.36 -2.24
S 2.41 -5.56 -0.75
S -0.39 -2.32 -2.15
C 1.29 -6.21 0.54
H 0.75 1.50 3.52
C -2.03 1.63 2.74
H 0.52 -6.81 0.08
H 2.91 -1.52 -4.49
H 2.68 -1.10 4.57
C -0.91 -1.65 1.67
C 3.03 -0.59 2.50
H 3.01 -0.12 0.41
H -1.48 1.63 -3.56
C -1.01 4.28 1.57
H 2.38 0.66 -5.59
C 1.36 1.29 -2.41
H 4.08 -0.39 2.62
C 1.66 1.53 -3.74
C 0.45 4.25 -1.98
N 1.14 -0.70 1.04
H -3.47 3.83 -0.59
C -3.00 3.44 -1.48
C 0.92 2.20 2.70
H -1.80 1.82 3.78
H -2.09 0.56 2.60
N -2.94 -2.99 -2.20
C 2.12 -0.90 -2.61
H -2.07 -3.41 2.01
H -3.66 0.78 0.74
H 3.19 3.43 -0.94
C -3.63 0.70 -0.34
H -2.77 0.47 -3.26
C -1.87 0.91 -2.84
H 1.35 4.72 -2.36
H 2.99 2.08 0.15
C 2.24 -1.01 3.59
Si -2.20 1.72 -1.12
N -1.14 -1.45 0.37
N -2.18 -2.11 -0.21
H 2.37 3.66 0.59
C -1.88 -2.44 2.49
H 1.47 2.51 -4.14
C 2.66 -4.07 0.15
H 1.89 -6.83 1.21
H -1.26 4.67 2.55
H 2.35 -1.84 -2.11
C 0.75 -4.97 1.24
Si -0.66 2.39 1.63
H -2.64 -3.46 -3.04
H -0.24 4.13 -2.81
H -3.53 -0.36 -0.58
C 2.43 -0.44 1.27
H 0.00 4.94 -1.28
H 1.77 1.84 2.14
C 2.17 0.51 -4.54
C -0.55 1.72 -0.15
H -2.28 4.17 -1.81
H 0.47 -5.17 2.28
```

Results
**Spin multiplicity**: 1
**Kohn-Sham gap (alpha / beta)**: 5.07 / 5.13 eV

Formula: H10NO3
Source: the Open Molecules 2025 dataset
Level of theory: wB97M-V/def2-TZVPD

The geometry in XYZ format:
```
14
H10NO3 (wB97M-V/def2-TZVPD)
O 1.28 -0.80 1.66
N -0.92 0.32 -1.63
H 0.49 -0.77 2.20
H 2.32 -0.17 -1.62
O -1.78 0.34 1.22
H -1.71 -0.19 2.08
H -1.61 0.22 -0.80
H 2.13 -1.23 1.67
H 1.97 0.50 -0.06
H -1.23 -0.27 -2.34
H -0.74 1.27 -1.79
O 2.46 0.19 -0.79
H -0.06 -0.27 -1.17
H -2.61 0.86 1.36
```

Results
**Spin multiplicity**: 1
**Kohn-Sham gap**: 10.95 eV
**Energy above the lowest of the compared OMol25 structures with the same formula, charge and spin**: 67.5 kcal/mol
**Charge**: +1

Formula: C12H20
Source: the Open Molecules 2025 dataset
Level of theory: wB97M-V/def2-TZVPD

The geometry in XYZ format:
```
32
C12H20 (wB97M-V/def2-TZVPD)
H -2.51 -2.54 -1.77
C 0.73 -2.75 1.22
C 0.23 -2.68 -0.04
H 2.78 2.74 1.60
C -1.61 -1.94 -1.61
H 0.51 1.47 1.80
C 0.35 1.70 0.73
C -1.10 -2.19 -0.25
H -2.45 -0.26 -2.75
H 3.30 3.27 -0.07
C 1.23 2.45 -1.51
H 0.26 -2.39 3.32
H -0.99 -2.37 -2.40
C -1.95 -0.44 -1.80
H -0.03 2.72 0.91
H 0.26 2.96 -1.51
H 2.30 1.16 -0.27
H 1.91 3.18 -1.88
C -1.47 -2.04 2.12
H -1.12 0.22 -1.58
H -2.06 -1.68 2.95
H 1.25 1.57 -2.15
H 1.82 3.91 0.86
C 1.60 1.98 -0.07
H 0.86 -2.84 -0.91
C -2.00 -2.08 0.86
C 2.48 3.07 0.60
H -2.83 -0.29 -1.17
H -0.43 1.07 0.32
H -2.94 -1.57 0.71
C -0.10 -2.32 2.30
H 1.72 -3.11 1.43
```

Results
**Spin multiplicity**: 2
**Kohn-Sham gap (alpha / beta)**: 9.13 / 5.41 eV
**Energy above the lowest of the compared OMol25 structures with the same formula, charge and spin**: 17.3 kcal/mol
**Charge**: +1

Formula: C4H8N2O
Source: the Open Molecules 2025 dataset
Level of theory: wB97M-V/def2-TZVPD

The geometry in XYZ format:
```
15
C4H8N2O (wB97M-V/def2-TZVPD)
C -0.38 -2.01 -0.07
H 0.55 0.19 -1.25
H -0.87 -0.50 1.21
H -1.19 -2.64 0.31
H -0.31 -2.16 -1.15
H 0.57 -2.35 0.38
H -0.36 1.88 1.12
H -1.86 1.17 -0.59
O -1.30 1.95 -0.74
N 2.64 -0.12 1.09
C -0.16 1.74 0.04
C 1.65 0.09 0.53
H 0.59 2.48 -0.25
C 0.36 0.32 -0.18
N -0.69 -0.61 0.21
```

Results
**SMILES**: CN[C@H](C#N)CO
**Spin multiplicity**: 1
**Kohn-Sham gap**: 11.05 eV
**Energy above the lowest of the compared OMol25 structures with the same formula, charge and spin**: 39.7 kcal/mol

Formula: C5H3IO3
Source: the Open Molecules 2025 dataset
Level of theory: wB97M-V/def2-TZVPD

The geometry in XYZ format:
```
12
C5H3IO3 (wB97M-V/def2-TZVPD)
C -1.36 0.74 -0.19
H -0.10 -0.13 1.46
O -1.74 2.82 -1.54
C -0.08 0.55 0.66
H 0.36 0.48 -1.47
H -0.21 -1.03 -0.64
O 1.40 2.23 1.49
C 0.48 1.87 0.88
O -0.18 2.80 0.00
I -3.20 -0.21 0.28
C -1.21 2.17 -0.68
C -0.15 0.06 -0.63
```

Results
**SMILES**: O=C1OC(=O)[C@@]2(I)C[C@@H]12
**Spin multiplicity**: 1
**Kohn-Sham gap**: 9.74 eV
**Energy above the lowest of the compared OMol25 structures with the same formula, charge and spin**: 0.0 kcal/mol

Formula: C25H33O2SeSm
Source: the Open Molecules 2025 dataset
Level of theory: wB97M-V/def2-TZVPD

The geometry in XYZ format:
```
62
C25H33O2SeSm (wB97M-V/def2-TZVPD)
H -1.09 0.92 -7.61
Sm -0.06 -0.10 1.92
H 2.23 -0.67 -6.87
C -1.11 -1.47 -6.65
C -0.16 1.63 7.42
H -1.15 -1.73 -7.71
H -1.16 -1.02 -1.06
C -0.08 0.78 -7.21
H 2.84 0.29 5.35
H -0.99 2.02 8.00
H -1.87 1.17 4.48
H 2.91 -0.75 3.18
C 0.16 -2.60 2.62
H -0.24 -0.19 -3.49
C 0.05 2.09 6.12
H 1.36 2.15 -0.54
H 2.60 -1.50 0.58
H -0.10 2.51 -2.92
H -0.81 1.88 -5.43
C 2.08 -1.33 2.77
C -2.18 -0.74 3.34
H -2.36 2.39 2.11
H 0.30 -2.94 0.39
H 1.32 1.51 -2.81
C 1.08 1.54 5.32
H 0.54 -1.26 -1.61
C 0.10 -0.58 -6.47
C -2.61 0.29 1.32
C 1.99 0.64 5.92
C 1.35 -1.32 -6.91
C -2.06 0.66 3.52
H -1.01 -2.38 -6.05
C 1.78 0.18 7.22
H -2.02 -0.93 -6.38
H -0.43 2.41 -0.50
H 1.00 1.92 -5.64
H -2.06 -1.49 4.13
H -0.59 2.86 5.69
C -0.52 0.37 -2.61
C -2.32 1.31 2.28
C 0.98 -1.86 3.52
H 0.82 -1.73 4.59
H 1.52 -2.20 -6.28
O 0.22 0.41 -0.39
H 0.54 0.32 9.00
H -2.92 0.46 0.28
H -1.59 0.58 -2.69
C 1.91 -1.72 1.40
H 2.45 -0.56 7.65
C 0.31 1.64 -2.41
C -2.52 -0.97 1.97
O 0.22 0.03 -5.16
C 0.08 1.35 -5.80
H 0.75 1.03 -7.87
H -0.72 -3.19 2.89
Se 1.25 2.03 3.52
C -0.25 -0.51 -1.42
C 0.70 0.67 7.98
H 1.19 -1.64 -7.94
H -2.74 -1.95 1.52
C 0.39 1.80 -0.91
C 0.71 -2.49 1.31
```

Results
**Spin multiplicity**: 6
**Kohn-Sham gap (alpha / beta)**: 7.07 / 7.10 eV
**Energy above the lowest of the compared OMol25 structures with the same formula, charge and spin**: 7.8 kcal/mol

Formula: C7H8Cl2N2P2
Source: the Open Molecules 2025 dataset
Level of theory: wB97M-V/def2-TZVPD

The geometry in XYZ format:
```
21
C7H8Cl2N2P2 (wB97M-V/def2-TZVPD)
H -2.22 -3.35 -0.48
C -0.98 -1.74 -0.53
N 0.57 -0.05 -0.72
H 1.64 0.98 0.64
H -1.11 -1.85 -1.58
Cl 1.77 1.32 -3.02
N 1.60 0.64 -0.28
H 1.43 4.31 -1.02
H -1.98 -3.64 2.17
C -0.17 -0.83 0.16
H -0.52 -2.28 3.26
C -1.73 -2.71 0.12
Cl -0.86 3.59 -3.18
P 2.37 1.92 -1.17
C -1.54 -2.84 1.50
H 1.07 3.33 0.33
P -0.65 3.09 -1.27
C -0.65 -1.97 2.18
C 1.03 3.43 -0.70
H 0.89 -0.37 2.03
C 0.05 -0.97 1.57
```

Results
**Spin multiplicity**: 1
**Kohn-Sham gap (alpha / beta)**: 6.87 / 6.54 eV
**Energy above the lowest of the compared OMol25 structures with the same formula, charge and spin**: 25.5 kcal/mol

Formula: C5H6N
Source: the Open Molecules 2025 dataset
Level of theory: wB97M-V/def2-TZVPD

The geometry in XYZ format:
```
12
C5H6N (wB97M-V/def2-TZVPD)
C -0.88 0.46 -0.70
N -0.33 0.84 0.57
H 1.67 0.55 -0.15
H -0.77 -1.75 -2.14
C -0.59 -1.29 -1.12
C 0.25 -0.40 1.13
H 1.63 1.32 1.45
C 1.14 0.64 0.70
H 0.11 -0.66 2.23
H -1.93 0.59 -0.66
H -0.17 0.98 -1.35
C -0.14 -1.27 0.03
```

Results
**Spin multiplicity**: 1
**Kohn-Sham gap**: 8.93 eV
**Energy above the lowest of the compared OMol25 structures with the same formula, charge and spin**: 144.6 kcal/mol
**Charge**: +1